(1)
{
  "formula": "C22H36Cl33N3OP",
  "method": "wB97M-V/def2-TZVPD",
  "species": ["C", "N", "C", "C", "P", "N", "C", "C", "C", "C", "N", "O", "C", "C", "C", "C", "H", "H", "H", "H", "H", "H", "H", "H", "H", "H", "H", "H", "H", "H", "H", "H", "H", "H", "H", "H", "H", "H", "H", "H", "H", "C", "Cl", "Cl", "Cl", "H", "C", "Cl", "Cl", "Cl", "H", "C", "Cl", "Cl", "Cl", "H", "C", "Cl", "Cl", "Cl", "H", "C", "Cl", "Cl", "Cl", "H", "C", "Cl", "Cl", "Cl", "H", "C", "Cl", "Cl", "Cl", "H", "C", "Cl", "Cl", "Cl", "H", "C", "Cl", "Cl", "Cl", "H", "C", "Cl", "Cl", "Cl", "H", "C", "Cl", "Cl", "Cl", "H"],
  "coordinates": [[4.594944, 1.658641, 2.451043], [3.159245, 1.648481, 2.696008], [2.579877, 0.311168, 2.688711], [1.878043, -0.133635, 1.352257], [2.865788, 0.300012, -0.206666], [2.952886, 1.880112, -0.471389], [1.790773, -1.711094, 1.375898], [0.457623, -2.260258, 0.784521], [0.340006, -2.185776, -0.757907], [0.423156, -3.792993, 1.139511], [-0.654261, -1.638003, 1.530557], [-0.481473, -1.890692, 2.790822], [-0.804521, -0.193469, 1.302427], [-1.727502, 0.151970, 0.067113], [-1.589555, 0.359814, 2.563924], [0.519050, 0.641557, 1.203651], [5.164920, 1.512167, 3.391502], [4.951556, 2.584237, 1.984588], [4.880822, 0.793388, 1.804513], [2.658697, 2.292910, 2.101848], [3.368000, -0.415543, 2.955954], [1.816256, 0.286056, 3.492757], [2.151828, -0.291684, -1.287958], [4.135805, -0.347164, -0.168859], [3.928094, 2.155806, -0.520803], [2.024764, -2.092941, 2.379897], [2.601864, -2.086445, 0.707993], [-0.562763, -2.756821, -1.051453], [1.188854, -2.740341, -1.193636], [0.282111, -1.156717, -1.147857], [0.797863, -3.990957, 2.149428], [-0.589870, -4.180953, 0.951591], [1.135268, -4.269892, 0.436343], [-2.422464, 0.970194, 0.285253], [-1.127297, 0.435328, -0.816782], [-2.307927, -0.762637, -0.162701], [-0.900073, 0.597767, 3.393721], [-2.097390, 1.320834, 2.320699], [-2.388281, -0.318486, 2.877418], [0.505188, 1.211926, 0.254420], [0.495639, 1.412142, 1.997396], [-5.230758, 1.397225, 2.310248], [-4.617706, -0.153343, 1.725577], [-6.763811, 1.180365, 3.163179], [-4.048426, 2.188767, 3.362205], [-5.406427, 2.034465, 1.451748], [6.286882, 4.964167, -1.568669], [4.732951, 5.060337, -2.401864], [6.591583, 3.328463, -0.973325], [7.597847, 5.476015, -2.638298], [6.261283, 5.637306, -0.720142], [0.417219, 4.766019, -3.009638], [1.240846, 6.294410, -3.352711], [1.438373, 3.722181, -2.014714], [-1.139392, 5.059767, -2.218352], [0.227749, 4.266090, -3.952199], [2.122572, -1.314435, -4.775356], [3.883675, -1.198093, -4.854420], [1.627626, -2.865195, -4.085912], [1.450359, 0.029266, -3.845956], [1.733123, -1.252941, -5.784628], [2.233787, 10.236074, -2.520221], [0.647068, 10.608813, -1.838670], [3.121159, 9.130472, -1.465618], [2.070662, 9.552122, -4.141432], [2.796342, 11.158580, -2.596040], [-0.398219, 2.042668, -6.794343], [0.214794, 0.487547, -7.367400], [-1.838400, 1.809435, -5.798376], [0.850790, 2.903541, -5.888626], [-0.671148, 2.642135, -7.654403], [-1.535991, -7.300202, 2.137024], [-2.168218, -8.873994, 2.624704], [-1.038729, -6.355340, 3.543312], [-0.191404, -7.498247, 1.005845], [-2.325283, -6.763558, 1.634450], [-2.196833, -3.060514, -6.902968], [-1.584096, -4.623328, -7.454578], [-3.652061, -3.271946, -5.923963], [-0.956506, -2.191439, -5.992561], [-2.455920, -2.470290, -7.773985], [-4.313229, -3.764350, 4.933126], [-2.971375, -3.203960, 3.932061], [-4.002811, -5.397353, 5.535514], [-4.597268, -2.648450, 6.274592], [-5.206782, -3.792701, 4.321092], [-3.102002, 2.785785, 7.477945], [-1.841896, 3.303690, 6.351123], [-3.591510, 4.123957, 8.523399], [-4.489799, 2.138170, 6.599271], [-2.696667, 1.998240, 8.101619], [-3.788725, -7.132385, -1.341910], [-2.467267, -6.553414, -2.361167], [-3.411611, -8.728168, -0.672022], [-4.151900, -5.958067, -0.068560], [-4.673229, -7.229608, -1.959733]],
  "atomic_forces_ev_per_a": [[0.32, -0.67, -0.02], [0.34, -0.08, 0.39], [-0.15, 0.36, -0.22], [0.44, -0.69, -0.15], [-0.33, 2.07, 0.35], [0.27, -1.25, 0.18], [0.04, 0.87, -1.37], [0.64, -2.18, 0.27], [-0.39, -0.06, 0.57], [0.61, 0.61, -0.85], [1.86, 0.75, 0.65], [-0.74, -0.43, -0.22], [-2.11, 2.57, 0.59], [0.62, -1.16, -0.11], [0.36, 0.61, -0.40], [0.42, -0.29, -0.15], [-0.34, 0.15, -0.34], [-0.28, -0.18, 0.07], [0.10, 0.59, 0.10], [0.11, -0.11, -0.23], [-0.28, 0.31, -0.09], [0.16, -0.41, -0.46], [0.30, -0.40, 0.70], [-0.51, -0.24, 0.08], [-0.02, 0.28, -0.01], [-0.54, 0.08, -0.30], [-0.36, -0.03, 0.44], [0.28, 0.48, 0.04], [-0.23, 0.55, 0.15], [0.04, -0.58, 0.01], [-0.53, 0.04, -0.19], [0.39, -0.04, 0.28], [-0.46, -0.02, 0.32], [0.32, -0.25, 0.00], [-0.36, -0.22, 0.31], [0.09, 0.57, -0.12], [-0.38, -0.51, -0.22], [0.81, -0.81, -0.18], [0.53, 0.08, 0.12], [0.04, -0.27, 0.40], [-0.01, -0.36, -0.43], [0.09, 0.00, 0.14], [-0.53, 0.01, -0.06], [0.04, 0.02, -0.05], [-0.57, 0.19, -0.15], [0.00, -0.03, 0.06], [-0.10, 0.04, -0.24], [0.13, -0.02, 0.17], [-0.04, 0.00, 0.07], [0.00, 0.03, 0.07], [0.00, -0.06, -0.03], [0.18, -0.07, 0.24], [-0.06, -0.03, -0.06], [-0.24, -0.03, -0.19], [-0.01, 0.00, -0.06], [-0.07, 0.14, 0.17], [0.09, -0.01, 0.15], [-0.10, 0.01, -0.01], [0.18, 0.03, 0.03], [-0.02, -0.04, -0.13], [0.03, 0.00, 0.04], [-0.07, -0.12, 0.05], [0.09, 0.01, -0.04], [-0.02, 0.07, -0.06], [0.05, 0.10, 0.03], [-0.03, -0.05, 0.00], [0.00, -0.02, 0.20], [0.06, 0.29, -0.21], [0.06, 0.03, -0.05], [0.04, -0.06, -0.27], [0.03, -0.05, 0.03], [0.24, -0.07, 0.18], [0.00, 0.01, 0.09], [-0.01, -0.08, -0.11], [-0.06, 0.04, -0.01], [-0.05, 0.04, -0.06], [0.02, -0.07, 0.07], [-0.03, 0.09, -0.01], [0.06, 0.04, -0.06], [-0.37, -0.24, -0.01], [0.01, -0.03, 0.05], [0.14, 0.03, -0.04], [-0.07, 0.02, 0.05], [-0.08, 0.05, -0.03], [-0.03, -0.02, -0.07], [0.02, 0.00, 0.06], [-0.10, 0.06, -0.06], [-0.02, -0.05, 0.04], [0.04, -0.08, -0.02], [0.06, 0.00, 0.30], [-0.01, 0.05, -0.04], [0.11, -0.15, -0.11], [-0.08, -0.02, 0.06], [-0.10, 0.30, -0.07], [-0.01, -0.05, -0.02], [0.04, 0.01, 0.04]],
  "mulliken_spin": [0.00, 0.00, 0.02, -0.04, 0.00, 0.00, 0.07, -0.02, 0.01, 0.00, 0.33, 0.59, 0.03, 0.00, 0.01, 0.01, 0.00, 0.00, 0.00, 0.00, 0.00, -0.01, 0.00, 0.00, 0.00, 0.00, 0.00, 0.00, 0.00, 0.00, 0.00, 0.00, 0.00, 0.00, 0.00, -0.01, 0.01, 0.00, -0.01, 0.00, 0.01, 0.00, 0.00, 0.00, 0.00, 0.00, 0.00, 0.00, 0.00, 0.00, 0.00, 0.00, 0.00, 0.00, 0.00, 0.00, 0.00, 0.00, 0.00, 0.00, 0.00, 0.00, 0.00, 0.00, 0.00, 0.00, 0.00, 0.00, 0.00, 0.00, 0.00, 0.00, 0.00, 0.00, 0.00, 0.00, 0.00, 0.00, 0.00, 0.00, 0.00, 0.00, 0.00, 0.00, 0.00, 0.00, 0.00, 0.00, 0.00, 0.00, 0.00, 0.00, 0.00, 0.00, 0.00, 0.00],
  "orbital_gap_ev": [8.2, 7.9],
  "spin_multiplicity": 2
}

---

(2)
{
  "formula": "CN2O2",
  "method": "wB97M-V/def2-TZVPD",
  "species": ["O", "C", "O", "N", "N"],
  "coordinates": [[-1.891599, -0.365903, 0.257121], [-1.375082, 0.610404, -0.120758], [-0.836251, 1.575528, -0.399376], [2.203902, -0.918099, 0.667545], [1.899029, -0.901928, -0.404531]],
  "atomic_forces_ev_per_a": [[0.18, 0.51, -0.56], [-0.98, -2.16, 1.40], [0.81, 1.64, -0.84], [-1.01, 0.05, -3.55], [0.99, -0.05, 3.56]],
  "mulliken_charge": [-0.38, 0.70, -0.33, 0.00, 0.00],
  "orbital_gap_ev": 13.7,
  "relative_energy_kcal_mol": 1.0,
  "smiles": "O=C=O.N#N"
}

---

(3)
{
  "formula": "C6H8O2",
  "method": "wB97M-V/def2-TZVPD",
  "species": ["C", "C", "C", "O", "C", "C", "C", "O", "H", "H", "H", "H", "H", "H", "H", "H"],
  "coordinates": [[0.802604, 1.719495, 0.510863], [0.445357, 0.557546, -0.111719], [-0.781829, 0.412957, -1.018685], [-1.885515, 1.067033, -0.245771], [-0.847418, -1.084925, -1.092059], [0.115471, -1.669867, -0.321586], [1.137876, -0.657139, 0.266216], [1.355608, -0.620773, 1.660278], [0.052127, 2.464845, 0.392257], [1.663995, 1.932981, 1.184848], [-0.893456, 1.094892, -2.057120], [-2.826770, 0.705648, -0.622928], [-1.760491, -1.534495, -1.524598], [0.103402, -2.784119, 0.022957], [2.155532, -0.799997, -0.243732], [0.512550, -0.318223, 2.134074]],
  "atomic_forces_ev_per_a": [[-0.81, -1.19, -0.84], [1.02, 4.63, 0.12], [-0.68, 2.50, -0.75], [-2.82, -2.39, -1.60], [-0.01, -0.50, 1.14], [-1.03, -1.66, 0.51], [0.21, -1.70, -1.34], [-1.11, -0.66, 1.11], [-0.03, 1.12, -0.12], [-0.88, -0.70, -0.66], [1.20, -2.26, 2.39], [3.51, 1.30, 1.24], [0.92, -0.16, 0.18], [0.16, 2.10, -1.01], [-1.29, 0.15, 0.91], [1.65, -0.59, -1.29]],
  "mulliken_charge": [-0.95, -0.02, 0.29, -0.55, -0.48, -0.44, 0.27, -0.56, 0.32, 0.31, 0.20, 0.30, 0.36, 0.30, 0.24, 0.39],
  "orbital_gap_ev": 10.0,
  "relative_energy_kcal_mol": 77.1,
  "smiles": "C=C1[C@H](O)C=C[C@@H]1O"
}

---

(4)
{
  "formula": "C6H11N3OS",
  "method": "wB97M-V/def2-TZVPD",
  "species": ["C", "C", "C", "C", "C", "C", "N", "N", "N", "O", "S", "H", "H", "H", "H", "H", "H", "H", "H", "H", "H", "H"],
  "coordinates": [[-3.042378, -0.155504, 0.787946], [-3.194717, 1.019628, -0.957695], [1.177197, 0.765243, -1.409291], [2.611465, 0.591820, 0.885181], [0.635819, -1.004460, 0.374344], [1.402188, 0.216013, 0.008443], [-2.385334, 0.086574, -0.284189], [-4.332918, 1.315077, -0.339307], [-4.214574, 0.508025, 0.832370], [0.845291, 2.922084, 0.268019], [0.202612, 1.666331, -0.055786], [-2.683080, -0.871844, 1.521270], [-2.728415, 1.437284, -1.779700], [2.048123, 1.272753, -1.822102], [0.705762, 0.110661, -1.973327], [3.401255, 1.123242, 0.256132], [3.005924, -0.235611, 1.560034], [2.144998, 1.431065, 1.548622], [-0.336553, -1.015379, -0.032927], [1.114562, -1.979649, 0.281582], [0.456137, -0.856459, 1.424986], [-4.843219, 0.659475, 1.604470]],
  "atomic_forces_ev_per_a": [[-0.63, -0.64, 1.06], [-0.32, -1.75, 3.14], [2.87, 2.08, 4.56], [-0.49, 1.66, 0.29], [0.52, -0.20, 1.32], [0.24, 0.89, -0.76], [-0.52, 1.11, -1.68], [1.63, -1.17, 1.00], [0.11, 1.04, -1.71], [1.08, 1.61, 0.71], [-0.29, -1.96, -1.81], [-0.41, 0.29, 0.18], [-0.17, 1.10, -1.86], [-0.50, 0.35, -0.03], [-2.43, -2.63, -2.91], [-0.78, -0.99, 1.06], [-0.48, 1.00, -1.21], [1.41, -1.31, -0.67], [-0.98, -0.14, -0.95], [0.32, 0.17, -0.40], [-0.14, -0.39, 0.87], [-0.04, -0.11, -0.19]],
  "mulliken_charge": [-0.16, -0.19, -1.10, -1.02, -1.49, 1.01, -0.28, -0.60, 0.06, -0.64, 0.41, 0.40, 0.49, 0.34, 0.46, 0.27, 0.32, 0.29, 0.46, 0.36, 0.38, 0.23],
  "orbital_gap_ev": 9.4,
  "relative_energy_kcal_mol": 69.2
}

---

Number 1: total energy -452439.914 eV. Number 2: total energy -8113.740 eV. Number 3: total energy -10443.383 eV. Number 4: total energy -23750.491 eV.